Molecular formula: CH3IO2S2
Method: DFT, wB97M-V/def2-TZVPD

```
9
Properties=species:S:1:pos:R:3
C 0.61465 -1.05750 -0.87389
S -1.16610 -0.48348 -0.76414
S -0.46481 0.91650 0.70768
O 0.03474 0.17130 1.83369
O 0.43511 1.91157 0.02871
I -2.42573 1.97494 1.42850
H 0.85112 -1.97594 -1.44844
H 0.84457 -1.13019 0.20168
H 1.27645 -0.32720 -1.11379
```

Summary:
Structure (SMILES): CSS(=O)(=O)I
Relative energy (zero: lowest compared OMol25 entry of this formula, charge and spin) (kcal per mole): 28.49
HOMO (eV): -9.98
HOMO-LUMO gap (eV): 8.60